Entry from the Open Molecules 2025 dataset: 2 unconnected molecules or ions with the total composition C10H13O2 at a distorted geometry (wB97M-V/def2-TZVPD).

Element x y z (Å)
C: -1.804 1.430 -2.072
C: -0.598 1.264 -1.420
H: -3.286 -1.532 -1.636
H: 0.762 -2.585 2.499
H: 0.256 3.094 -2.150
C: -2.563 -0.742 -1.467
H: 0.405 -0.109 -0.061
C: -2.825 0.478 -2.062
C: -1.352 -0.944 -0.794
H: 1.154 0.415 2.257
H: 0.965 -1.938 0.852
C: 0.510 2.288 -1.458
C: 0.732 -1.677 1.891
H: -3.791 0.728 -2.486
H: -1.953 2.326 -2.647
H: -0.340 -1.463 1.901
H: 0.621 2.806 -0.513
O: 3.578 -0.081 1.217
O: 3.627 -1.699 2.785
C: 3.083 -0.791 2.119
H: -1.322 -1.830 -0.173
C: 1.593 -0.568 2.483
H: 1.551 -0.641 3.569
C: -0.375 0.029 -0.794
H: 1.373 1.743 -1.838

Computed properties:
net charge	-1
HOMO	-3.966	eV
energy relative to the best compared isomer or geometry (same formula, charge and spin)	13.5	kcal/mol

***

Entry from the Open Molecules 2025 dataset: 2 unconnected molecules or ions with the total composition C10H13O2 at a distorted geometry (wB97M-V/def2-TZVPD).

Element x y z (Å)
H: -1.452 2.561 -1.624
H: 0.989 -2.642 -0.673
C: 0.195 1.168 -2.086
C: 0.167 -0.186 2.238
C: -0.116 0.926 3.194
H: 2.231 -0.459 2.735
H: 2.757 -1.934 0.931
C: -0.586 -1.678 0.478
H: -0.898 0.732 3.926
C: 1.457 -0.666 2.012
C: 1.735 -1.594 1.017
H: -3.044 0.701 -1.082
H: -0.875 1.544 -0.353
C: -1.084 1.550 -1.420
C: -0.850 -0.750 1.466
H: -1.378 -2.181 -0.071
O: 1.301 1.125 -1.492
H: -2.577 0.822 -2.741
O: 0.289 0.766 -3.264
H: -1.870 -0.489 -1.734
H: -0.332 1.812 2.590
H: -1.839 -0.333 1.600
H: 0.810 1.250 3.666
C: -2.195 0.538 -1.755
C: 0.714 -2.068 0.196

Computed properties:
spin multiplicity	2
net charge	0
expectation value of S²	0.76
HOMO (spin up / spin down)	-9.105 / -9.103	eV
energy relative to the best compared isomer or geometry (same formula, charge and spin)	4.1	kcal/mol

***

Entry from the Open Molecules 2025 dataset: 2 unconnected molecules or ions with the total composition C10H13O3 at a distorted geometry (wB97M-V/def2-TZVPD).

Element x y z (Å)
H: -0.207 0.692 1.341
C: 1.513 -2.091 1.479
C: -0.542 -0.957 0.021
H: -1.589 -2.429 -1.675
H: 2.172 -2.700 2.075
C: 1.211 -0.801 1.688
H: -1.299 -0.518 -0.623
O: -3.104 0.939 -1.555
H: 1.434 -3.620 -0.160
O: -2.785 2.987 -0.693
C: 1.014 -2.683 0.295
C: 1.809 -0.175 2.817
C: -1.182 2.037 -2.269
C: 0.043 -0.271 1.027
C: 0.022 2.081 -1.415
H: 1.372 0.965 3.256
H: 0.515 3.098 -1.461
O: -0.647 -2.726 -1.561
C: -0.062 -2.242 -0.373
H: 2.914 0.009 2.739
H: -1.241 1.008 -2.615
H: 0.822 1.295 -1.506
H: -0.136 2.087 -0.330
H: -1.314 2.908 -2.908
C: -2.430 1.970 -1.351
H: 1.699 -0.863 3.757

Computed properties:
net charge	-1
HOMO	-4.072	eV
energy relative to the best compared isomer or geometry (same formula, charge and spin)	71.9	kcal/mol

***

Entry from the Open Molecules 2025 dataset: 2 unconnected molecules or ions with the total composition C10H13O3 at a distorted geometry (wB97M-V/def2-TZVPD).

Element x y z (Å)
O: 2.682 0.309 -1.645
C: -0.703 0.452 1.112
C: -1.663 0.125 0.160
C: 0.602 1.906 -1.063
C: 0.244 -0.459 1.543
H: -0.490 1.498 1.376
C: 1.716 1.823 0.054
H: -2.332 -1.363 -2.249
H: 0.731 2.839 -1.470
O: 3.085 0.081 0.530
H: 2.324 -0.273 1.323
H: -2.842 -2.561 -1.065
H: -0.648 -3.004 -0.365
H: 0.812 1.117 -1.767
H: -2.221 0.892 -0.405
C: -0.021 -1.931 1.434
H: -0.455 1.873 -0.654
H: -3.581 -0.754 -0.979
C: -1.584 -1.180 -0.270
O: 1.214 -0.133 2.288
H: 0.368 -2.557 2.257
C: -2.668 -1.449 -1.287
C: 2.500 0.603 -0.455
H: 1.376 1.520 1.163
C: -0.799 -2.133 0.292
H: 2.353 2.760 0.142

Computed properties:
net charge	-1
HOMO	-3.657	eV
energy relative to the best compared isomer or geometry (same formula, charge and spin)	96.2	kcal/mol

***

Entry from the Open Molecules 2025 dataset: 2 unconnected molecules or ions with the total composition C10H13P at a distorted geometry (wB97M-V/def2-TZVPD).

Element x y z (Å)
P: 0.277 1.786 0.092
H: -2.095 1.981 1.582
C: -2.681 -0.747 -1.013
H: 2.841 0.832 1.280
C: 1.898 -0.871 1.186
C: -2.243 1.091 0.972
C: -3.440 0.292 1.001
H: 1.953 1.829 -1.682
H: 1.378 0.306 -1.531
C: 2.660 -1.169 0.041
C: -1.250 0.956 -0.015
H: 1.422 0.777 2.534
H: 0.384 1.339 -2.317
H: -0.923 -0.373 -1.801
H: 2.840 -2.059 -0.448
H: -4.116 0.312 1.825
C: -3.602 -0.627 -0.003
C: 1.058 1.296 -1.559
H: 1.145 -1.621 1.461
H: -2.966 -1.455 -1.702
H: 3.445 -0.505 -0.115
C: -1.472 -0.040 -1.032
H: -4.375 -1.363 -0.035
C: 2.005 0.336 1.752

Computed properties:
net charge	0
HOMO (spin up / spin down)	-7.033 / -7.600	eV
energy relative to the best compared isomer or geometry (same formula, charge and spin)	48.5	kcal/mol

***

Entry from the Open Molecules 2025 dataset: 2 unconnected molecules or ions with the total composition C10H13S2 at a distorted geometry (wB97M-V/def2-TZVPD).

Element x y z (Å)
H: -5.296 0.644 0.142
H: 4.721 1.985 0.151
C: -0.117 -2.249 -0.253
C: -1.823 0.422 1.457
H: 3.865 1.517 -2.095
H: -1.710 -0.543 -1.984
H: -2.135 -0.587 1.881
C: 3.165 0.923 1.057
C: -4.349 0.229 0.439
C: 3.881 1.384 -0.019
H: -4.121 -0.700 0.829
H: -0.535 0.940 -2.207
H: -1.012 -2.869 -0.372
H: 0.489 -2.544 0.605
S: -0.215 -0.561 -0.400
H: 1.421 0.233 1.943
C: 2.196 0.404 -1.465
C: 1.920 0.413 0.961
C: 1.457 0.026 -0.318
H: -1.113 0.911 2.183
C: -0.819 -0.118 -1.863
H: 3.382 1.259 2.081
H: 1.704 0.373 -2.380
S: -2.970 1.254 0.658
C: 3.447 1.084 -1.258

Computed properties:
net charge	+1
HOMO (spin up / spin down)	-11.319 / -11.802	eV
energy relative to the best compared isomer or geometry (same formula, charge and spin)	129.6	kcal/mol

***

Entry from the Open Molecules 2025 dataset: C10H14BBrN2 in the gas phase at a distorted geometry (wB97M-V/def2-TZVPD).

Element x y z (Å)
H: -0.439 0.534 -2.633
N: 0.551 -0.075 -0.418
C: -1.637 1.305 2.471
H: 0.301 -2.404 -2.780
C: -1.552 0.756 1.259
C: -0.798 -2.106 -0.500
H: -2.627 1.437 2.953
H: -1.514 -0.770 -2.860
H: -1.857 0.313 -1.519
H: -1.584 -2.235 -1.144
H: 2.488 -0.028 -1.180
C: 0.769 1.911 2.553
C: -1.074 -0.165 -2.096
Br: 3.828 1.446 1.388
B: -0.124 0.542 0.696
H: -1.029 -1.683 0.524
H: 1.722 2.311 2.962
H: -0.344 -3.064 -0.251
C: 0.860 -1.496 -2.444
N: 0.924 1.163 1.410
C: -0.077 -1.002 -1.337
H: -0.716 2.589 3.959
C: 1.864 0.140 -0.316
H: 1.014 -0.813 -3.187
C: -0.524 1.930 3.080
H: 1.833 -1.858 -2.041
C: 2.165 0.927 0.710
H: -2.424 0.395 0.744

Computed properties:
net charge	0
SMILES	CC(C)(C)N1C=C(Br)N2C=CC=CB21
HOMO	-7.859	eV

***

Entry from the Open Molecules 2025 dataset: a molecular structure, C10H14BIMnN6 at a distorted geometry (wB97M-V/def2-TZVPD).

Element x y z (Å)
H: -0.608 -1.488 2.086
N: -1.546 -0.204 -1.545
H: 0.970 2.987 -4.105
N: -1.292 -0.059 -2.896
H: -3.300 -0.719 -0.466
I: 1.465 0.666 2.054
H: -0.268 0.180 1.732
H: 1.407 4.716 -1.978
N: 1.139 -0.774 -2.818
H: 0.141 -2.329 0.747
H: -4.482 -0.760 -2.911
H: 0.900 3.202 0.229
C: -2.854 -0.516 -1.429
C: 2.690 -2.357 -2.570
C: -3.453 -0.545 -2.695
N: 0.523 1.630 -2.571
H: 2.091 -1.454 -4.565
H: -2.418 -0.157 -4.676
Mn: 0.201 -0.048 -0.050
C: 2.016 -1.546 -3.487
H: 2.399 -2.408 -0.325
C: -0.539 -1.508 1.001
C: 1.104 3.687 -1.956
C: -2.427 -0.246 -3.594
N: 0.522 1.658 -1.183
C: 0.888 2.837 -3.038
B: 0.151 0.321 -3.336
C: 0.849 2.919 -0.810
H: -1.521 -1.740 0.562
H: 0.226 0.463 -4.515
N: 1.252 -1.030 -1.456
C: 2.172 -2.016 -1.306
H: 3.447 -3.094 -2.767

Computed properties:
spin multiplicity	6
net charge	0
expectation value of S²	8.78
HOMO (spin up / spin down)	-6.502 / -8.938	eV
energy relative to the best compared isomer or geometry (same formula, charge and spin)	55.3	kcal/mol

***

Entry from the Open Molecules 2025 dataset: 3 unconnected molecules or ions with the total composition C10H14BIN2OP2S at a distorted geometry (wB97M-V/def2-TZVPD).

Element x y z (Å)
H: 2.010 0.793 -1.643
H: 7.054 -0.887 -1.183
P: -4.322 -1.112 1.047
C: 0.190 0.002 -0.815
I: -4.473 -0.074 -1.167
C: 6.196 -0.343 0.716
C: 6.309 -0.300 -0.664
H: 6.857 -0.969 1.303
C: 0.775 2.314 -0.768
C: -0.421 2.545 -0.106
H: 5.493 0.586 -2.449
H: -4.585 -3.158 0.212
C: 4.405 1.211 0.536
S: -9.167 -2.497 1.094
O: -3.951 -2.730 0.777
C: 5.225 0.429 1.332
B: -6.221 -1.111 1.538
H: 5.104 0.424 2.407
H: -0.704 3.547 0.198
H: -1.705 -0.414 0.112
H: 0.395 -1.027 -1.077
N: 4.497 1.268 -0.795
C: 1.084 1.013 -1.129
H: -6.610 -0.582 2.518
H: 1.447 3.131 -0.995
H: 3.628 1.828 0.973
H: -7.500 -1.160 -0.812
P: -7.444 -2.019 0.323
C: -0.980 0.342 -0.154
N: -1.297 1.587 0.204
C: 5.440 0.518 -1.368
H: -6.729 -3.157 -0.165

Computed properties:
net charge	0
SMILES	OP(I)B[PH2]=S.c1ccncc1.c1ccncc1
HOMO	-8.435	eV

***

no.,molar mass (u)
1,165.2
2,165.2
3,181.2
4,181.2
5,164.2
6,197.3
7,253.0
8,410.9
9,410.0